The following is a DFT calculation (wB97M-V/def2-TZVPD) of a cluster of 2 separate species, C3H5O2P in total.

Last column: Löwdin charge in e.
CARTESIAN COORDINATES (ANGSTROEM)
O (2.364, 1.651, -0.300)  0.160
C (2.431, 0.573, 0.125)  -0.337
C (2.532, -0.679, 0.537)  -0.340
P (0.931, -1.622, 0.290)  0.794
H (3.311, -1.177, 1.126)  0.067
H (1.362, -2.891, 0.423)  -0.168
H (0.320, -1.979, 1.547)  -0.098
C (-0.545, 1.137, -0.879)  -0.167
O (-0.207, 0.909, 0.243)  -0.100
H (-0.496, 0.332, -1.777)  0.114
H (-0.879, 2.115, -1.208)  0.075

Output
SMILES = O=C=CP.C=O
LUMO = 0.50 eV
Spin multiplicity = 1
Energy relative to the best compared isomer or geometry (same formula, charge and spin) = 70.3 kcal/mol
F_max = 2.5 eV/A
E = -16572.725 eV
HOMO energy = -8.86 eV

The following is a DFT calculation (wB97M-V/def2-TZVPD) of a structure of composition C10H12F5I2N8ReS.

Last column: Löwdin charge in e.
CARTESIAN COORDINATES (ANGSTROEM)
Re (-0.393, 0.038, 0.054)  0.934
N (2.144, 3.252, -0.943)  0.110
C (1.191, 2.778, -0.166)  -0.085
N (1.013, 1.487, -0.492)  -0.081
C (1.911, 1.268, -1.510)  -0.285
N (2.613, 2.322, -1.800)  0.210
C (1.927, -0.046, -2.119)  -0.187
C (2.811, -0.405, -3.119)  0.001
N (2.781, -1.616, -3.666)  0.164
C (1.867, -2.451, -3.208)  -0.021
C (0.967, -2.105, -2.195)  -0.050
N (0.986, -0.892, -1.632)  -0.004
H (2.529, 4.192, -0.965)  0.204
H (0.653, 3.346, 0.576)  0.143
H (3.551, 0.301, -3.480)  0.148
H (1.824, -3.442, -3.644)  0.145
H (0.243, -2.828, -1.867)  0.110
I (-2.805, 3.731, -0.753)  0.864
C (-3.577, 1.873, -1.352)  -1.049
I (-2.088, 0.444, -1.994)  1.132
H (-4.188, 1.993, -2.242)  -0.008
H (-4.134, 1.392, -0.555)  -0.014
N (0.945, -0.453, 1.742)  -0.015
N (0.519, 0.066, 2.998)  0.020
C (-0.671, 0.635, 3.110)  -0.623
N (-1.183, 0.980, 4.255)  0.225
S (-1.609, 0.994, 1.616)  0.730
H (1.002, -1.474, 1.820)  0.128
H (1.893, -0.110, 1.576)  0.147
H (1.064, -0.213, 3.809)  0.199
H (-0.732, 0.799, 5.148)  0.170
H (-2.089, 1.433, 4.296)  0.151
F (0.154, -2.826, 0.522)  0.051
C (-0.961, -2.072, 0.269)  -0.503
F (-1.543, -2.559, -0.848)  0.028
C (-1.952, -2.402, 1.423)  -0.615
F (-1.388, -2.011, 2.595)  0.120
F (-3.090, -1.734, 1.264)  0.152
F (-2.182, -3.686, 1.472)  0.253

Output
LUMO (alpha / beta) = -12.39 / -12.08 eV
Spin multiplicity = 2
⟨S²⟩ = 0.759
Energy relative to the best compared isomer or geometry (same formula, charge and spin) = 0.0 kcal/mol
Net charge = +3
F_max = 0.1 eV/A
E = -65211.675 eV
HOMO energy (alpha / beta) = -18.41 / -18.42 eV

The following is a DFT calculation (wB97M-V/def2-TZVPD) of the molecule C2H9N4OP.

Last column: Löwdin charge in e.
CARTESIAN COORDINATES (ANGSTROEM)
N (-2.244, 0.771, -0.863)  -0.099
P (-1.103, 0.271, 0.195)  0.380
N (-1.809, -1.334, 0.501)  -0.124
O (-0.858, 0.976, 1.488)  -0.357
N (0.229, 0.011, -0.777)  -0.156
N (1.658, 0.151, -0.650)  -0.132
C (2.085, 1.304, 0.138)  -0.139
C (2.272, -0.046, 0.639)  -0.144
H (-3.238, 0.726, -0.594)  0.074
H (-2.095, 1.592, -1.482)  0.077
H (-2.761, -1.726, 0.357)  0.042
H (-1.445, -1.697, 1.423)  0.047
H (-0.066, 0.202, -1.853)  0.159
H (1.217, 1.909, 0.573)  0.119
H (2.814, 1.819, -0.346)  0.063
H (3.147, -0.532, 0.627)  0.055
H (1.571, -0.445, 1.465)  0.137

Output
SMILES = NP(N)(=O)NN1CC1
LUMO = 0.78 eV
Spin multiplicity = 1
Energy relative to the best compared isomer or geometry (same formula, charge and spin) = 3.7 kcal/mol
F_max = 5.1 eV/A
E = -19515.770 eV
HOMO energy = -8.92 eV

The following is a DFT calculation (wB97M-V/def2-TZVPD) of the molecule C4H9NO.

Last column: Löwdin charge in e.
CARTESIAN COORDINATES (ANGSTROEM)
C (-0.368, 1.252, 0.212)  -0.230
C (0.956, 1.041, -0.603)  -0.248
O (0.960, -0.281, -1.118)  -0.218
C (0.496, -1.339, 0.166)  -0.008
C (-0.944, -1.077, 0.539)  -0.250
N (-1.302, 0.182, -0.103)  -0.103
H (-0.172, 1.285, 1.288)  0.108
H (-0.836, 2.200, -0.078)  0.105
H (0.994, 1.728, -1.460)  0.115
H (1.860, 1.205, -0.002)  0.106
H (0.696, -2.279, -0.332)  0.103
H (1.239, -1.067, 0.912)  0.104
H (-1.077, -1.016, 1.626)  0.116
H (-1.623, -1.845, 0.154)  0.112
H (-0.877, 0.011, -1.201)  0.187

Output
SMILES = C1COCCN1
LUMO = 1.12 eV
Spin multiplicity = 1
Energy relative to the best compared isomer or geometry (same formula, charge and spin) = 75.0 kcal/mol
F_max = 4.1 eV/A
E = -7829.066 eV
HOMO energy = -9.04 eV

The following is a DFT calculation (wB97M-V/def2-TZVPD) of a cluster of 3 separate species, C3H12N3O in total.

Last column: Löwdin charge in e.
CARTESIAN COORDINATES (ANGSTROEM)
C (1.534, 1.339, -1.570)  -0.144
C (0.575, 0.197, -1.237)  -0.301
N (-0.178, 0.324, -0.023)  0.009
C (0.295, -0.329, 1.124)  -0.605
N (-0.641, -0.540, 2.084)  0.116
N (1.518, -0.696, 1.132)  0.073
H (2.184, 1.680, -0.758)  0.076
H (1.074, 2.214, -2.092)  0.084
H (2.352, 0.939, -2.290)  -0.084
H (-0.129, 0.205, -2.109)  0.120
H (1.208, -0.729, -1.235)  0.104
H (-1.183, 0.360, -0.224)  0.121
H (-1.598, -0.546, 1.706)  0.047
H (-0.474, -0.969, 3.011)  0.118
H (1.984, -0.890, 2.102)  0.081
H (2.938, 0.308, -2.708)  0.134
H (-3.554, -1.419, 0.460)  0.056
H (-4.395, -0.670, 1.455)  0.028
O (-3.509, -0.776, 1.174)  -0.031

Output
LUMO (alpha / beta) = 0.31 / 0.23 eV
Spin multiplicity = 2
⟨S²⟩ = 0.754
Energy relative to the best compared isomer or geometry (same formula, charge and spin) = 36.1 kcal/mol
F_max = 2.9 eV/A
E = -9819.802 eV
HOMO energy (alpha / beta) = -7.64 / -8.35 eV

The following is a DFT calculation (wB97M-V/def2-TZVPD) of a cluster of 10 separate species, C4H18BO17 in total.

Last column: Löwdin charge in e.
CARTESIAN COORDINATES (ANGSTROEM)
O (13.550, 22.594, 1.114)  0.153
C (13.930, 23.724, 1.186)  -0.345
O (14.507, 24.283, 2.238)  0.250
B (14.572, 25.725, 2.035)  -0.883
O (14.393, 25.904, 0.562)  0.190
C (13.877, 24.789, 0.053)  -0.348
O (13.515, 24.594, -1.066)  0.166
O (15.912, 26.234, 2.401)  0.229
C (15.821, 27.165, 3.318)  -0.349
O (16.678, 27.880, 3.745)  0.155
C (14.298, 27.332, 3.641)  -0.338
O (13.641, 26.516, 2.828)  0.245
O (13.799, 28.084, 4.422)  0.160
O (10.259, 25.843, 3.166)  -0.056
H (11.101, 25.489, 3.486)  -0.011
H (9.769, 25.070, 2.874)  0.025
O (13.070, 28.309, -0.090)  -0.056
H (12.921, 28.264, -1.038)  0.029
H (13.541, 27.484, 0.123)  0.000
O (11.265, 22.732, -1.299)  -0.065
H (12.098, 23.102, -1.620)  0.005
H (11.079, 21.988, -1.878)  0.026
O (11.009, 29.081, 4.603)  -0.067
H (11.885, 29.358, 4.884)  0.008
H (11.159, 28.227, 4.184)  0.009
O (11.469, 21.540, 2.650)  -0.073
H (10.738, 22.144, 2.497)  0.023
H (12.240, 21.983, 2.248)  -0.009
O (15.840, 28.354, 6.801)  -0.060
H (15.128, 28.398, 6.148)  0.001
H (16.010, 27.415, 6.916)  0.029
O (12.181, 24.282, 4.835)  -0.038
H (12.139, 23.386, 5.185)  0.050
H (13.110, 24.411, 4.611)  0.035
O (19.415, 28.093, 4.249)  -0.076
H (18.459, 28.150, 4.059)  -0.008
H (19.744, 27.444, 3.623)  0.009
O (18.509, 25.121, 1.289)  -0.052
H (17.816, 25.791, 1.354)  0.016
H (19.298, 25.550, 1.630)  0.022

Output
LUMO = 2.35 eV
Spin multiplicity = 1
Energy relative to the best compared isomer or geometry (same formula, charge and spin) = 13.1 kcal/mol
Net charge = -1
F_max = 1.2 eV/A
E = -39933.218 eV
HOMO energy = -8.37 eV

The following is a DFT calculation (wB97M-V/def2-TZVPD) of a cluster of 2 separate species, C3H9NS in total.

Last column: Löwdin charge in e.
CARTESIAN COORDINATES (ANGSTROEM)
C (-0.306, 1.386, -2.653)  -0.146
N (-0.897, 0.533, -1.569)  -0.156
C (0.072, 0.355, -0.437)  -0.413
C (-0.481, -0.457, 0.837)  -0.806
S (0.720, -0.991, 2.057)  0.170
H (-0.933, 2.331, -2.694)  0.078
H (0.698, 1.636, -2.362)  0.047
H (-0.331, 0.838, -3.597)  0.053
H (-1.627, 1.011, -0.998)  0.083
H (0.671, 1.265, -0.062)  0.105
H (0.865, -0.424, -0.735)  0.002
H (-0.829, -1.396, 0.383)  0.023
H (-1.362, 0.143, 1.240)  0.045
H (1.897, -0.982, 0.416)  -0.083

Output
LUMO (alpha / beta) = 3.86 / 3.85 eV
Spin multiplicity = 2
⟨S²⟩ = 0.756
Energy relative to the best compared isomer or geometry (same formula, charge and spin) = 61.6 kcal/mol
Net charge = -1
F_max = 3.1 eV/A
E = -15579.376 eV
HOMO energy (alpha / beta) = -0.84 / -2.85 eV

The following is a DFT calculation (wB97M-V/def2-TZVPD) of a structure of composition C14H16FN2O2S.

Last column: Löwdin charge in e.
CARTESIAN COORDINATES (ANGSTROEM)
C (1.008, 2.284, -0.844)  -0.116
N (0.631, 1.320, 0.050)  -0.288
S (1.050, -0.166, -0.395)  0.928
O (0.197, -1.142, 0.512)  -0.347
O (0.652, -0.639, -1.912)  -0.315
C (2.567, -0.460, 0.089)  -0.396
C (3.128, 0.396, 1.074)  0.023
C (4.538, 0.399, 1.099)  -0.059
C (5.242, -0.638, 0.578)  -0.122
C (4.738, -1.621, -0.190)  0.077
C (3.298, -1.223, -0.468)  -0.166
F (2.646, -2.209, -1.387)  -0.030
H (5.272, -2.581, -0.719)  0.196
H (6.361, -0.683, 0.957)  0.167
H (5.019, 1.060, 1.767)  0.107
H (2.555, 1.288, 1.454)  0.143
C (-0.872, 1.308, 0.493)  -0.046
C (-1.965, 1.025, -0.591)  -0.183
C (-2.826, 0.173, -0.304)  -0.204
N (-2.514, -1.054, 0.363)  0.146
C (-3.343, -2.091, 0.541)  -0.003
C (-4.783, -1.846, 0.699)  0.038
C (-5.180, -0.629, 0.107)  -0.126
C (-4.367, 0.312, -0.166)  0.022
H (-4.686, 1.365, -0.968)  0.221
H (-6.157, -0.575, -0.038)  0.081
H (-5.308, -2.925, 0.850)  0.176
H (-2.792, -2.823, 0.975)  0.103
H (-1.520, -1.262, 0.445)  0.089
H (-1.319, 0.607, -1.428)  0.162
H (-2.430, 2.074, -1.097)  0.216
H (-1.094, 2.485, 0.609)  0.184
H (-1.014, 0.884, 1.344)  0.053
H (0.821, 3.163, -0.552)  0.032
H (1.978, 2.021, -1.102)  0.092
H (0.468, 2.405, -1.844)  0.147

Output
LUMO = -4.09 eV
Spin multiplicity = 1
Energy relative to the best compared isomer or geometry (same formula, charge and spin) = 278.3 kcal/mol
Net charge = +1
F_max = 19.0 eV/A
E = -35386.968 eV
HOMO energy = -12.68 eV

The following is a DFT calculation (wB97M-V/def2-TZVPD) of the molecule C3H7NO3S.

Last column: Löwdin charge in e.
CARTESIAN COORDINATES (ANGSTROEM)
N (0.490, 1.093, -1.860)  0.019
C (0.367, -0.256, -1.296)  -0.260
C (1.111, -0.513, 0.047)  -0.114
O (0.228, -1.367, 0.910)  -0.128
C (-1.005, -1.020, 1.139)  -0.269
S (-1.259, 0.485, 1.957)  0.757
O (-0.430, 1.519, 1.413)  -0.378
O (-2.643, 0.840, 2.096)  -0.373
H (0.003, 1.787, -1.308)  0.064
H (1.423, 1.434, -1.947)  0.057
H (0.621, -1.070, -1.965)  0.104
H (-0.682, -0.590, -1.238)  0.112
H (2.118, -0.977, -0.154)  0.129
H (1.324, 0.501, 0.682)  0.148
H (-1.665, -1.866, 1.523)  0.133

Output
SMILES = NCCOC=S(=O)=O
LUMO (alpha / beta) = -1.27 / -1.27 eV
Spin multiplicity = 1
Energy relative to the best compared isomer or geometry (same formula, charge and spin) = 83.3 kcal/mol
F_max = 3.1 eV/A
E = -21688.363 eV
HOMO energy (alpha / beta) = -9.14 / -9.14 eV